A 17-piece molecular cluster, C40H124N10O17 overall, computed with wB97M-V/def2-TZVPD.

Summary:
Highest occupied orbital energy = -8.804 eV
Total charge = 0
Gap between HOMO and LUMO = 9.36 eV
Energy above the lowest of the compared OMol25 structures with the same formula, charge and spin = 41.32 kcal/mol

Element x y z (Å)
O -11.075 -28.333 -0.936
H -11.855 -28.084 -1.467
H -11.431 -28.431 -0.048
O -10.350 -24.362 1.783
H -10.588 -23.647 2.388
H -11.264 -24.774 1.679
O -10.871 -28.512 1.833
H -11.027 -28.588 2.806
H -10.164 -27.893 1.506
O -14.202 -26.951 -1.010
H -14.559 -27.826 -1.085
H -14.960 -26.365 -1.068
O -16.513 -25.541 5.550
H -16.027 -25.139 6.277
H -15.988 -26.219 5.118
O -8.320 -23.162 0.532
H -8.967 -23.722 0.966
H -7.918 -22.769 1.304
O -11.949 -22.330 2.806
H -12.444 -21.754 2.133
H -12.014 -21.880 3.633
C -19.316 -25.870 1.281
C -19.588 -27.032 2.261
C -19.683 -28.316 1.391
O -20.424 -28.189 0.211
C -21.823 -27.965 0.358
N -18.403 -27.117 3.135
H -18.272 -26.044 0.976
H -19.336 -24.830 1.542
H -19.903 -25.995 0.369
H -20.457 -26.833 2.825
H -20.154 -29.123 2.016
H -18.680 -28.642 1.212
H -22.246 -27.903 -0.626
H -22.012 -26.961 0.847
H -22.210 -28.881 0.894
H -18.429 -27.388 4.112
H -17.852 -26.242 3.031
C -17.349 -28.918 -0.971
C -16.445 -30.104 -0.667
C -16.823 -31.421 -1.314
O -16.474 -31.196 -2.680
C -17.043 -32.096 -3.609
N -15.039 -29.704 -1.013
H -18.386 -29.088 -0.757
H -17.224 -28.682 -2.027
H -16.947 -28.097 -0.438
H -16.403 -30.321 0.416
H -17.882 -31.609 -1.202
H -16.231 -32.183 -0.800
H -17.083 -31.649 -4.623
H -18.037 -32.336 -3.291
H -16.394 -32.976 -3.660
H -14.888 -30.223 -1.885
H -14.401 -30.109 -0.261
C -13.791 -31.866 2.696
C -12.469 -31.706 2.051
C -11.854 -32.992 1.675
O -11.405 -33.575 2.935
C -10.672 -34.721 2.713
N -12.537 -30.835 0.841
H -14.608 -32.186 2.116
H -14.065 -30.965 3.307
H -13.729 -32.765 3.326
H -11.798 -31.281 2.777
H -11.020 -32.821 0.982
H -12.555 -33.734 1.231
H -11.185 -35.408 2.011
H -10.511 -35.188 3.683
H -9.735 -34.470 2.179
H -12.607 -31.422 0.020
H -11.793 -30.143 0.855
C -15.064 -22.332 5.836
C -14.175 -22.652 7.049
C -14.935 -22.326 8.364
O -15.212 -20.963 8.495
C -15.226 -20.556 9.865
N -13.892 -24.078 7.047
H -15.948 -22.893 5.995
H -14.548 -22.670 4.969
H -15.247 -21.265 5.817
H -13.308 -22.030 7.122
H -14.213 -22.687 9.090
H -15.758 -23.040 8.335
H -15.740 -19.578 9.781
H -14.241 -20.357 10.236
H -15.707 -21.366 10.501
H -13.557 -24.462 6.169
H -13.366 -24.361 7.833
C -15.905 -24.208 -3.272
C -16.780 -24.010 -2.040
C -18.238 -23.677 -2.487
O -18.343 -22.278 -2.663
C -19.459 -21.852 -3.388
N -16.654 -25.254 -1.231
H -16.108 -25.259 -3.619
H -14.887 -24.101 -3.035
H -16.196 -23.521 -4.118
H -16.553 -23.091 -1.539
H -18.939 -23.983 -1.733
H -18.480 -24.124 -3.419
H -20.259 -22.089 -2.651
H -19.684 -22.543 -4.226
H -19.463 -20.792 -3.702
H -17.180 -25.156 -0.361
H -17.266 -25.873 -1.758
C -18.776 -21.153 4.193
C -18.278 -22.076 3.115
C -16.926 -21.735 2.458
O -16.583 -20.314 2.252
C -16.832 -19.892 0.975
N -18.220 -23.524 3.503
H -19.736 -21.412 4.565
H -18.912 -20.132 3.790
H -18.085 -20.931 5.069
H -19.095 -22.051 2.307
H -16.874 -22.270 1.557
H -16.095 -22.075 3.106
H -17.928 -19.868 0.686
H -16.292 -20.505 0.236
H -16.393 -18.824 0.922
H -19.141 -23.928 3.512
H -17.564 -23.827 4.159
C -11.880 -28.145 7.122
C -11.993 -27.980 5.612
C -11.040 -26.894 5.100
O -11.344 -25.603 5.582
C -10.196 -24.721 5.276
N -11.638 -29.187 4.920
H -12.166 -27.143 7.522
H -10.826 -28.298 7.419
H -12.465 -28.872 7.628
H -13.001 -27.699 5.444
H -11.035 -26.808 4.030
H -10.016 -27.230 5.316
H -9.311 -24.968 5.899
H -10.440 -23.635 5.548
H -9.862 -24.777 4.214
H -12.419 -29.759 4.828
H -11.025 -29.838 5.461
C -14.451 -24.880 2.581
C -13.545 -26.050 2.766
C -14.361 -27.304 2.871
O -15.190 -27.345 4.002
C -15.779 -28.585 4.337
N -12.574 -26.038 1.579
H -14.681 -24.911 1.511
H -13.861 -23.914 2.772
H -15.428 -24.960 3.094
H -12.976 -26.019 3.694
H -13.677 -28.173 2.902
H -15.087 -27.473 2.074
H -15.097 -29.239 4.850
H -16.174 -29.087 3.429
H -16.638 -28.381 4.976
H -13.129 -26.208 0.692
H -11.886 -26.764 1.537
C -12.494 -20.223 -0.850
C -12.990 -21.641 -0.684
C -11.935 -22.653 -1.078
O -12.573 -23.927 -1.158
C -11.685 -24.910 -1.572
N -13.538 -21.777 0.726
H -12.039 -20.174 -1.814
H -11.625 -20.102 -0.157
H -13.277 -19.489 -0.728
H -13.776 -21.863 -1.426
H -10.987 -22.652 -0.461
H -11.648 -22.467 -2.094
H -12.263 -25.833 -1.787
H -11.008 -25.207 -0.822
H -11.064 -24.713 -2.486
H -13.567 -22.743 1.004
H -14.483 -21.415 0.783
C -6.897 -28.876 0.249
C -7.315 -27.406 0.487
C -6.655 -26.391 -0.377
O -5.203 -26.505 -0.248
C -4.535 -25.426 -0.793
N -8.745 -27.164 0.504
H -7.335 -29.364 -0.645
H -7.192 -29.468 1.135
H -5.847 -28.975 0.196
H -7.046 -27.129 1.492
H -6.985 -25.417 -0.007
H -6.894 -26.466 -1.457
H -5.006 -24.479 -0.389
H -4.429 -25.549 -1.914
H -3.517 -25.407 -0.376
H -8.871 -26.148 0.558
H -9.131 -27.568 -0.372

Mulliken population analysis, charges in e, atoms 1 to 2: O -0.656; H 0.252